A 7-piece molecular cluster, C27H54F2O9S overall in a non-equilibrium geometry. Source: OMol25; level of theory: the ωB97M-V functional and the def2-TZVPD basis.

Summary:
- E_HOMO (eV) = -9.03
- E_LUMO (eV) = 0.31

Last column: Mulliken charge in e.
Geometry (Å):
1 O -5.848 6.475 -0.770  -0.469
2 S -4.587 6.278 -1.646  0.626
3 O -4.988 4.914 -2.646  -0.086
4 F -6.140 4.446 -2.148  -0.099
5 O -3.232 5.754 -0.754  -0.183
6 C -3.004 6.564 0.453  -0.476
7 C -2.714 5.479 1.692  -0.235
8 C -4.145 4.661 1.893  -0.123
9 F -5.240 5.587 2.362  -0.351
10 H -2.028 7.245 0.373  0.247
11 H -3.880 7.284 0.742  0.386
12 H -2.346 6.008 2.676  0.338
13 H -1.945 4.673 1.277  0.012
14 H -4.008 3.840 2.739  0.279
15 H -4.523 4.181 0.880  0.142
16 C 0.439 0.468 0.014  0.232
17 C 0.198 1.304 -1.216  -0.600
18 C -0.947 2.191 -0.778  0.017
19 O -0.806 2.383 0.636  -0.360
20 C 0.175 1.459 1.127  -0.629
21 H 1.440 0.032 0.060  0.232
22 H -0.294 -0.347 0.059  -0.238
23 H 1.083 1.914 -1.429  0.318
24 H -0.035 0.716 -2.108  0.280
25 H -1.914 1.708 -0.955  -0.152
26 H -0.943 3.161 -1.284  0.346
27 H 1.078 2.030 1.371  0.173
28 H -0.192 0.980 2.038  0.311
29 C -4.648 -0.582 -3.418  -0.678
30 C -3.967 -1.877 -3.782  -0.360
31 C -2.511 -1.468 -3.822  -0.450
32 O -2.351 -0.403 -2.875  -0.283
33 C -3.651 0.043 -2.467  -0.415
34 H -5.637 -0.716 -2.972  0.356
35 H -4.756 0.044 -4.312  0.278
36 H -4.126 -2.615 -2.987  0.093
37 H -4.316 -2.307 -4.724  0.388
38 H -2.234 -1.082 -4.809  0.391
39 H -1.837 -2.291 -3.568  0.120
40 H -3.815 -0.299 -1.439  0.258
41 H -3.687 1.136 -2.480  0.399
42 C -0.892 -4.749 0.244  -0.689
43 C -1.133 -3.914 -0.987  -0.380
44 C -2.278 -3.027 -0.549  0.333
45 O -2.137 -2.834 0.866  -0.464
46 C -1.155 -3.758 1.356  -0.012
47 H 0.109 -5.186 0.290  0.345
48 H -1.624 -5.564 0.288  0.260
49 H -0.247 -3.303 -1.200  0.193
50 H -1.365 -4.501 -1.879  0.487
51 H -3.245 -3.509 -0.726  0.212
52 H -2.274 -2.057 -1.054  -0.502
53 H -0.253 -3.188 1.601  -0.042
54 H -1.523 -4.237 2.267  0.296
55 C 4.318 4.745 0.857  -0.605
56 C 3.061 4.558 0.048  -0.226
57 C 2.043 5.328 0.860  -0.104
58 O 2.750 6.394 1.509  -0.437
59 C 4.158 6.161 1.367  -0.519
60 H 5.236 4.601 0.282  0.360
61 H 4.326 4.043 1.699  0.264
62 H 3.181 5.022 -0.938  0.321
63 H 2.785 3.510 -0.099  0.071
64 H 1.598 4.700 1.639  0.115
65 H 1.240 5.741 0.244  0.200
66 H 4.546 6.888 0.646  0.269
67 H 4.657 6.320 2.327  0.290
68 C 2.766 -3.899 4.747  -0.642
69 C 3.393 -2.912 3.796  -0.597
70 C 2.728 -3.269 2.484  0.164
71 O 1.421 -3.768 2.803  -0.330
72 C 1.351 -3.994 4.217  -0.516
73 H 2.809 -3.589 5.794  0.361
74 H 3.265 -4.871 4.655  0.261
75 H 3.119 -1.892 4.088  0.269
76 H 4.483 -2.975 3.752  0.363
77 H 3.272 -4.066 1.967  0.091
78 H 2.641 -2.411 1.811  -0.027
79 H 0.713 -3.215 4.649  0.321
80 H 0.894 -4.968 4.413  0.287
81 C 4.175 -5.455 -2.225  -0.614
82 C 3.345 -4.226 -2.495  -0.628
83 C 2.683 -3.991 -1.154  0.460
84 O 3.589 -4.473 -0.152  -0.306
85 C 4.624 -5.227 -0.799  -0.597
86 H 5.009 -5.582 -2.920  0.367
87 H 3.543 -6.349 -2.280  0.262
88 H 4.001 -3.382 -2.740  0.283
89 H 2.627 -4.350 -3.309  0.353
90 H 1.752 -4.561 -1.065  -0.282
91 H 2.463 -2.935 -0.975  0.000
92 H 5.543 -4.633 -0.762  0.336
93 H 4.791 -6.162 -0.257  0.289